# FH3N2O2S

A single FH3N2O2S molecule in a non-equilibrium geometry (wB97M-V/def2-TZVPD, OMol25).

```
9
FH3N2O2S, DFT wB97M-V/def2-TZVPD
N -0.033 1.212 -0.596
N 0.791 -0.616 0.882
O -0.783 -1.120 -1.094
O -1.621 0.026 0.941
F 1.735 -1.051 -0.033
S -0.598 -0.209 -0.016
H 0.207 1.251 -1.568
H -0.396 2.051 -0.183
H 0.699 -1.544 1.667
```

## Properties
lowest unoccupied orbital energy (spin up / spin down)	0.53 / -2.94	eV
multiplicity	3
Kohn-Sham gap (spin up / spin down)	5.9164 / 8.7787	eV
energy above the lowest of the compared OMol25 structures with the same formula, charge and spin	104.1	kcal/mol
net charge	0